1.
# C5H10O2

An isolated molecule of C5H10O2 (wB97M-V/def2-TZVPD, the OMol25 dataset).

Calculated values
- E_LUMO: 1.019 eV
- Energy relative to the best compared isomer or geometry (same formula, charge and spin): 50.2 kcal per mole
- F_max: 1.247 eV Å⁻¹
- Charge: 0
- E_HOMO: -10.02 eV
- Total energy: -346.9455 hartree

Last column: Löwdin charge in e.
Element x y z (Å)
1 C -0.08 -2.04 0.92  -0.0710
2 O -0.49 -0.99 0.05  -0.0935
3 C 0.12 0.23 0.26  -0.5434
4 C -0.04 0.84 1.64  0.0217
5 O 1.37 0.42 -0.35  0.0504
6 C 0.27 1.09 -0.93  -0.2655
7 C -0.22 0.65 -2.28  -0.0238
8 H -0.49 -1.91 1.92  0.0847
9 H 1.02 -2.10 0.96  0.1022
10 H -0.47 -2.95 0.47  0.0919
11 H -1.10 0.91 1.88  0.0934
12 H 0.40 1.83 1.65  0.0877
13 H 0.46 0.24 2.39  0.0795
14 H 0.29 2.16 -0.76  0.1419
15 H -1.19 1.10 -2.48  0.0804
16 H 0.48 0.95 -3.06  0.0822
17 H -0.33 -0.43 -2.29  0.0811

=====

2.
# C34H29IrN13OSe2

A structure of composition C34H29IrN13OSe2 (wB97M-V/def2-TZVPD, the OMol25 dataset).

Calculated values
- E_LUMO: -9.356 eV
- Energy relative to the best compared isomer or geometry (same formula, charge and spin): 22.1 kcal per mole
- F_max: 0.943 eV Å⁻¹
- Charge: +3
- E_HOMO: -14.43 eV
- Total energy: -7006.4706 hartree

Last column: Löwdin charge in e.
Element x y z (Å)
1 Ir -0.44 -0.31 -0.49  1.1778
2 Se 0.24 -2.11 -3.50  0.9009
3 Se -1.06 -2.47 -1.57  0.8228
4 C 0.55 -2.91 -0.60  -0.6450
5 C 0.98 -4.18 -0.29  -0.0250
6 C 2.16 -4.28 0.44  0.0234
7 C 2.80 -3.12 0.84  0.0121
8 C 2.26 -1.88 0.50  -0.0947
9 N 1.16 -1.77 -0.25  -0.1235
10 C 0.01 -0.21 -3.55  -0.6215
11 C 0.14 0.37 -4.80  -0.0668
12 C -0.14 1.71 -4.95  0.0171
13 C -0.63 2.41 -3.85  0.0044
14 C -0.73 1.76 -2.65  -0.1127
15 N -0.37 0.47 -2.45  -0.1397
16 H 0.42 -5.05 -0.59  0.1377
17 H 2.57 -5.25 0.70  0.1423
18 H 3.71 -3.15 1.42  0.1355
19 H 2.74 -0.97 0.84  0.1141
20 H 0.44 -0.23 -5.65  0.1257
21 H -0.04 2.19 -5.92  0.1421
22 H -0.94 3.44 -3.93  0.1335
23 H -1.11 2.28 -1.78  0.0918
24 C 0.24 -2.01 4.78  -0.0440
25 N -0.30 -1.75 3.44  -0.0909
26 C 0.03 -0.83 2.56  -0.0922
27 N -0.73 -0.98 1.46  -0.1021
28 C -1.53 -2.04 1.78  -0.1804
29 N -1.29 -2.53 2.95  0.1815
30 C -0.78 -1.81 5.88  -0.1993
31 C -0.48 -2.28 7.16  -0.0204
32 C -1.41 -2.17 8.17  -0.0259
33 C -2.66 -1.62 7.93  0.0176
34 C -2.96 -1.15 6.65  -0.1215
35 C -2.01 -1.23 5.64  0.0140
36 C -4.29 -0.63 6.34  -0.2843
37 N -5.36 -0.62 7.04  0.1511
38 N -6.34 -0.04 6.25  0.1514
39 C -5.78 0.26 5.13  -0.2884
40 O -4.46 -0.08 5.10  0.1026
41 C -6.32 0.94 3.96  -0.1226
42 C -7.69 1.21 3.86  0.0198
43 C -8.16 1.92 2.76  -0.0232
44 C -7.28 2.38 1.79  -0.0108
45 C -5.93 2.11 1.89  -0.2118
46 C -4.94 2.72 0.94  -0.0426
47 N -4.02 1.73 0.33  -0.0718
48 C -2.75 1.49 0.61  -0.1167
49 N -2.27 0.62 -0.29  -0.1111
50 C -3.35 0.35 -1.08  -0.1682
51 N -4.42 1.01 -0.73  0.1850
52 C -5.45 1.38 2.97  0.0145
53 H 1.12 -1.36 4.89  0.1403
54 H 0.58 -3.04 4.78  0.1439
55 H 0.79 -0.08 2.72  0.1532
56 H -2.31 -2.43 1.13  0.1172
57 H 0.48 -2.74 7.36  0.1254
58 H -1.17 -2.53 9.16  0.1235
59 H -3.41 -1.56 8.71  0.1320
60 H -2.28 -0.88 4.65  0.1040
61 H -8.36 0.88 4.64  0.1322
62 H -9.22 2.13 2.68  0.1238
63 H -7.66 2.95 0.95  0.1239
64 H -4.31 3.45 1.45  0.1394
65 H -5.43 3.21 0.10  0.1392
66 H -2.23 1.91 1.45  0.1444
67 H -3.33 -0.32 -1.92  0.1180
68 H -4.39 1.19 3.09  0.1104
69 N 0.70 4.99 0.64  0.1912
70 C 1.14 3.76 0.35  -0.3297
71 C 0.25 2.66 0.26  -0.0617
72 N 0.70 1.43 -0.02  -0.0844
73 C 2.02 1.30 -0.25  -0.1251
74 C 2.86 2.39 -0.17  -0.0590
75 N 2.45 3.60 0.14  0.1735
76 H -0.26 5.20 0.84  0.1218
77 H 1.37 5.74 0.70  0.1377
78 H -0.80 2.80 0.42  0.0845
79 H 2.37 0.35 -0.61  0.0825
80 H 3.92 2.27 -0.37  0.1366

=====

3.
# C8H13NO3S2

An isolated molecule of C8H13NO3S2 (wB97M-V/def2-TZVPD, the OMol25 dataset).

Calculated values
- E_LUMO: 0.080 eV
- Energy relative to the best compared isomer or geometry (same formula, charge and spin): 0.0 kcal per mole
- F_max: 3.909 eV Å⁻¹
- Charge: 0
- E_HOMO: -9.63 eV
- Total energy: -1389.4471 hartree

Last column: Löwdin charge in e.
Element x y z (Å)
1 C 1.31 2.89 0.44  -0.0759
2 C 0.14 1.92 0.57  -0.4254
3 C -1.09 2.56 -0.03  -0.0643
4 C 0.48 0.57 0.00  -0.3986
5 O 0.78 0.37 -1.19  0.0870
6 C 0.29 -0.64 0.96  -0.9858
7 S 1.29 -0.38 2.51  0.7764
8 N 0.71 -1.91 0.36  -0.0471
9 C -0.38 -2.67 -0.27  -0.2938
10 C -0.24 -2.95 -1.77  -0.5560
11 O -0.70 -3.98 -2.16  0.1223
12 O 0.32 -2.04 -2.51  0.1641
13 C -1.60 -1.74 -0.18  -0.4188
14 S -1.50 -0.76 1.31  0.9536
15 H 1.31 3.24 -0.59  0.0789
16 H 1.28 3.70 1.12  0.0695
17 H 2.35 2.39 0.47  0.1020
18 H -0.03 1.80 1.77  0.1465
19 H -0.92 2.88 -1.15  0.1359
20 H -1.32 3.55 0.29  0.0687
21 H -1.82 1.89 0.25  0.0225
22 H 2.31 0.39 1.87  -0.0557
23 H 1.03 -2.51 1.25  0.1451
24 H -0.58 -3.69 0.19  0.1687
25 H 0.65 -1.31 -2.01  0.0521
26 H -1.54 -1.20 -1.22  0.1352
27 H -2.50 -2.36 -0.26  0.0928

=====

4.
# C4H6O2

An isolated molecule of C4H6O2 (wB97M-V/def2-TZVPD, the OMol25 dataset).

Calculated values
- E_LUMO: 0.340 eV
- Energy relative to the best compared isomer or geometry (same formula, charge and spin): 87.9 kcal per mole
- F_max: 0.540 eV Å⁻¹
- Charge: 0
- E_HOMO: -8.57 eV
- Total energy: -306.3663 hartree

Last column: Löwdin charge in e.
Element x y z (Å)
1 O -2.16 -0.12 1.34  0.1205
2 C -1.13 -0.16 0.74  -0.4933
3 C -0.55 0.85 -0.22  -0.1144
4 C 0.94 0.55 -0.43  -0.3182
5 C 1.05 -0.90 -0.84  0.1145
6 O -0.29 -1.24 0.80  0.0366
7 H -1.09 0.71 -1.16  0.1353
8 H -0.75 1.86 0.15  0.1280
9 H 1.30 1.11 -1.31  0.1207
10 H 1.52 0.89 0.44  0.1057
11 H 1.89 -1.33 -0.26  0.0106
12 H -0.76 -2.00 1.18  0.1540

=====

5.
# C11H17N4

The ion C11H17N4 with charge +1 (wB97M-V/def2-TZVPD, the OMol25 dataset).

Calculated values
- E_LUMO: -3.937 eV
- Energy relative to the best compared isomer or geometry (same formula, charge and spin): 12.0 kcal per mole
- F_max: 3.180 eV Å⁻¹
- Charge: +1
- E_HOMO: -13.40 eV
- Total energy: -648.1743 hartree

Last column: Löwdin charge in e.
Element x y z (Å)
1 C 1.38 -1.23 -0.82  -0.0275
2 C -0.02 -0.81 -0.38  -0.5255
3 C -0.81 -0.36 -1.61  -0.0258
4 C -0.73 -2.03 0.23  -0.0367
5 C 0.05 0.36 0.66  -0.3146
6 C 1.19 0.05 1.85  0.0476
7 N -1.24 0.47 1.34  0.1501
8 C -2.15 1.36 1.11  -0.0348
9 N -1.94 2.39 0.31  0.1757
10 C -0.64 2.63 -0.19  -0.2379
11 N -0.47 3.79 -0.79  0.1676
12 C 0.76 4.06 -1.19  -0.1567
13 N 1.81 3.29 -0.98  0.1177
14 C 1.63 2.14 -0.37  -0.0484
15 C 0.37 1.69 0.03  -0.0780
16 H 1.29 -1.99 -1.60  0.1000
17 H 1.95 -1.67 -0.01  0.0901
18 H 1.93 -0.40 -1.24  0.0835
19 H -0.90 -1.19 -2.31  0.0998
20 H -1.82 -0.03 -1.36  0.0854
21 H -0.30 0.45 -2.13  0.0933
22 H -0.64 -2.86 -0.47  0.1003
23 H -1.80 -1.85 0.37  0.0848
24 H -0.29 -2.35 1.16  0.0844
25 H 1.01 -0.93 2.27  0.0736
26 H 1.09 0.82 2.61  0.0870
27 H 2.18 0.10 1.42  0.0672
28 H -1.43 -0.29 1.99  0.1708
29 H -3.12 1.28 1.59  0.1769
30 H -2.63 3.10 0.12  0.1817
31 H 0.92 4.99 -1.72  0.1250
32 H 2.52 1.55 -0.21  0.1235

=====

6.
# C40H57BBrNO26

A cluster of 8 separate species, C40H57BBrNO26 in total (wB97M-V/def2-TZVPD, the OMol25 dataset).

Calculated values
- E_LUMO: -0.984 eV
- Energy relative to the best compared isomer or geometry (same formula, charge and spin): 0.0 kcal per mole
- F_max: 1.175 eV Å⁻¹
- Charge: 0
- E_HOMO: -9.00 eV
- Total energy: -6168.3850 hartree

Last column: Löwdin charge in e.
Element x y z (Å)
1 C 1.15 -5.94 -2.53  -0.0509
2 N 1.58 -4.64 -1.99  -0.0911
3 C 2.60 -4.83 -0.95  -0.0725
4 B 2.06 -3.81 -3.07  -0.5478
5 O 3.40 -3.63 -3.35  0.1673
6 C 0.98 -3.14 -4.02  0.0649
7 C 0.97 -3.30 -5.40  -0.1752
8 O 1.98 -4.04 -6.00  0.0751
9 C 1.82 -5.39 -6.02  -0.4217
10 O 0.80 -5.94 -5.72  0.1452
11 C 3.07 -6.07 -6.45  -0.1251
12 C 3.32 -7.34 -5.94  -0.0125
13 C 4.47 -8.01 -6.32  -0.0692
14 C 5.36 -7.43 -7.21  -0.0797
15 C 5.10 -6.16 -7.72  -0.0715
16 C 3.96 -5.47 -7.34  -0.0106
17 C 0.00 -2.74 -6.23  0.0485
18 C -1.03 -2.00 -5.67  0.0315
19 C -1.06 -1.82 -4.29  -0.0851
20 C -0.06 -2.37 -3.49  -0.0434
21 C -0.09 -2.05 -2.04  -0.3648
22 O 0.89 -1.83 -1.38  0.1171
23 C -1.48 -1.92 -1.48  -0.5994
24 Br -1.71 -2.42 0.31  0.8281
25 C -2.46 -1.43 -2.24  -0.0124
26 C -2.15 -1.04 -3.64  -0.3205
27 O -2.73 -0.13 -4.19  0.1131
28 H 1.96 -6.45 -3.07  0.0849
29 H 0.30 -5.82 -3.19  0.0863
30 H 0.88 -6.59 -1.70  0.0886
31 H 2.15 -5.36 -0.11  0.0881
32 H 3.00 -3.88 -0.62  0.0809
33 H 3.45 -5.43 -1.31  0.0921
34 H 3.79 -2.82 -3.01  0.1158
35 H 2.61 -7.79 -5.26  0.1173
36 H 4.69 -8.99 -5.92  0.1048
37 H 6.26 -7.95 -7.51  0.1031
38 H 5.80 -5.71 -8.42  0.1039
39 H 3.75 -4.48 -7.70  0.1189
40 H 0.04 -2.89 -7.30  0.1324
41 H -1.78 -1.55 -6.30  0.1280
42 H -3.47 -1.29 -1.86  0.1235
43 C -4.73 2.35 -3.27  -0.0354
44 O -4.41 3.04 -2.05  0.0064
45 C -5.17 2.69 -1.01  -0.6290
46 O -6.05 1.87 -1.02  0.1196
47 O -4.78 3.40 0.05  0.0024
48 C -5.51 3.12 1.24  -0.0364
49 H -4.03 2.73 -4.01  0.0942
50 H -4.59 1.28 -3.15  0.0735
51 H -5.75 2.57 -3.58  0.0980
52 H -5.40 2.08 1.53  0.0968
53 H -6.57 3.34 1.11  0.0980
54 H -5.09 3.76 2.01  0.0899
55 C 7.80 -2.94 -2.46  -0.0258
56 O 7.87 -2.42 -1.13  0.0017
57 C 6.91 -2.84 -0.32  -0.6254
58 O 6.02 -3.60 -0.61  0.1184
59 O 7.10 -2.30 0.89  0.0002
60 C 6.12 -2.68 1.86  -0.0360
61 H 8.65 -2.51 -2.99  0.0844
62 H 7.89 -4.02 -2.45  0.1011
63 H 6.87 -2.65 -2.94  0.0917
64 H 6.13 -3.75 2.02  0.0972
65 H 5.13 -2.36 1.55  0.0960
66 H 6.41 -2.17 2.78  0.0927
67 C -5.68 2.03 7.29  -0.0415
68 O -5.38 3.41 7.53  -0.0052
69 C -5.64 4.21 6.50  -0.6293
70 O -6.10 3.87 5.44  0.1222
71 O -5.32 5.46 6.86  0.0015
72 C -5.56 6.44 5.84  -0.0272
73 H -5.43 1.50 8.20  0.0976
74 H -6.74 1.90 7.07  0.0858
75 H -5.09 1.64 6.46  0.0988
76 H -6.62 6.47 5.58  0.0992
77 H -4.97 6.23 4.96  0.0965
78 H -5.27 7.39 6.27  0.0901
79 C -8.78 3.09 8.90  -0.0396
80 O -9.25 1.82 9.35  0.0057
81 C -10.51 1.55 9.01  -0.6252
82 O -11.24 2.27 8.38  0.1272
83 O -10.82 0.34 9.48  0.0039
84 C -12.15 -0.08 9.19  -0.0377
85 H -7.75 3.17 9.24  0.0902
86 H -8.81 3.14 7.81  0.0972
87 H -9.37 3.89 9.32  0.1002
88 H -12.31 -0.14 8.11  0.0975
89 H -12.88 0.61 9.63  0.0972
90 H -12.26 -1.06 9.63  0.0929
91 C 2.62 1.74 -9.59  -0.0394
92 O 2.85 2.23 -8.26  0.0050
93 C 1.96 1.82 -7.37  -0.6280
94 O 1.03 1.09 -7.58  0.1188
95 O 2.28 2.34 -6.18  0.0067
96 C 1.39 1.96 -5.12  -0.0306
97 H 3.42 2.16 -10.20  0.0928
98 H 2.67 0.65 -9.60  0.0960
99 H 1.66 2.07 -9.96  0.0970
100 H 1.41 0.88 -4.98  0.0909
101 H 0.38 2.29 -5.33  0.0989
102 H 1.77 2.45 -4.23  0.0946
103 C 11.24 -2.26 0.52  -0.0287
104 O 12.43 -2.51 -0.23  0.0092
105 C 12.26 -2.46 -1.55  -0.6230
106 O 11.22 -2.22 -2.11  0.1181
107 O 13.43 -2.71 -2.14  0.0071
108 C 13.38 -2.68 -3.57  -0.0387
109 H 11.52 -2.34 1.56  0.0940
110 H 10.86 -1.26 0.31  0.1011
111 H 10.47 -2.99 0.29  0.0916
112 H 13.08 -1.70 -3.92  0.0968
113 H 12.69 -3.44 -3.95  0.0963
114 H 14.39 -2.90 -3.90  0.0932
115 C -5.16 8.03 10.34  -0.0344
116 O -4.86 9.41 10.59  0.0069
117 C -5.12 10.22 9.56  -0.6274
118 O -5.57 9.88 8.50  0.1161
119 O -4.80 11.46 9.92  0.0054
120 C -5.03 12.44 8.90  -0.0379
121 H -4.90 7.50 11.25  0.0938
122 H -6.22 7.90 10.13  0.0976
123 H -4.57 7.65 9.51  0.0946
124 H -6.09 12.47 8.63  0.0970
125 H -4.44 12.22 8.02  0.0969
126 H -4.73 13.39 9.33  0.0932